{"formula": "C22H44O10S4", "method": "ωB97M-V/def2-TZVPD", "lumo_energy_ev": 0.265, "de_lowest_kcal_mol": 98.7, "total_energy_ha": -3209.58242, "homo_ev": -9.329, "max_force_ev_per_a": 3.9, "smiles": "O=S1(=O)CCCC1.O=S1(=O)CCCC1.O=S1(=O)CCCC1.O=S1(=O)CCCC1.CC(C)=O.CC(C)=O", "gap_ev": 9.59, "elements": ["O", "S", "O", "C", "C", "C", "C", "H", "H", "H", "H", "H", "H", "H", "H", "O", "S", "O", "C", "C", "C", "C", "H", "H", "H", "H", "H", "H", "H", "H", "O", "S", "O", "C", "C", "C", "C", "H", "H", "H", "H", "H", "H", "H", "H", "O", "S", "O", "C", "C", "C", "C", "H", "H", "H", "H", "H", "H", "H", "H", "C", "C", "C", "O", "H", "H", "H", "H", "H", "H", "C", "C", "C", "O", "H", "H", "H", "H", "H", "H"], "positions_angstrom": [[-5.908633, 1.554339, -7.125632], [-5.831080, 1.907809, -5.708757], [-5.802824, 3.301509, -5.349597], [-7.277314, 1.033116, -5.090746], [-6.813571, -0.341504, -4.713059], [-5.286534, -0.509477, -5.153505], [-4.460974, 0.836088, -5.025751], [-8.116654, 1.067017, -5.785347], [-7.412249, 1.595176, -4.166632], [-6.949089, -0.756345, -3.714237], [-7.465910, -0.950984, -5.338442], [-5.178554, -1.088800, -6.070475], [-4.820411, -1.152854, -4.407250], [-3.502395, 1.011527, -5.514067], [-4.131501, 1.016736, -4.002562], [-0.331596, -9.892736, -6.869338], [0.309225, -8.751445, -7.591372], [-0.143194, -8.256822, -8.883551], [0.389919, -7.371554, -6.299275], [1.886891, -7.416881, -5.753592], [2.586498, -8.671445, -6.233033], [2.115711, -9.006992, -7.619499], [-0.519965, -7.475736, -5.708200], [0.352632, -6.520376, -6.979124], [2.555057, -6.584187, -5.973339], [1.742619, -7.561245, -4.682862], [2.090103, -9.371986, -5.561511], [3.654365, -8.799959, -6.056303], [2.338973, -9.920273, -8.171027], [2.429184, -8.216250, -8.301097], [1.195760, -0.157892, 0.272880], [1.615217, -1.500103, 0.044488], [0.772155, -2.438385, -0.708254], [3.331440, -1.408807, -0.620967], [4.238597, -1.486077, 0.604133], [3.676959, -2.585059, 1.483560], [2.180985, -2.287197, 1.653655], [3.380218, -0.592916, -1.342098], [3.383696, -2.239651, -1.324564], [5.176782, -1.538161, 0.051687], [4.124304, -0.525364, 1.106182], [4.077620, -2.448859, 2.488059], [3.664565, -3.589608, 1.060628], [1.889929, -1.678421, 2.509678], [1.601328, -3.209731, 1.621738], [2.540639, 10.081919, 4.649071], [2.540270, 9.110274, 3.577764], [1.673496, 9.385552, 2.405976], [4.255782, 8.706489, 2.964685], [4.498620, 7.263355, 3.466285], [3.232825, 6.461088, 3.587747], [2.248758, 7.365919, 4.192810], [4.962798, 9.390302, 3.434397], [4.133467, 8.808733, 1.886418], [5.215412, 6.644007, 2.927096], [5.055052, 7.277504, 4.403450], [3.499957, 5.530720, 4.088926], [2.842475, 6.213130, 2.600707], [2.540972, 7.417502, 5.241631], [1.221738, 7.067793, 4.403671], [-4.178112, 4.826844, 0.506308], [-4.796626, 3.809673, 1.391616], [-4.484922, 3.834784, 2.901606], [-5.572128, 3.090810, 0.884959], [-3.173826, 4.518730, 0.215493], [-4.280618, 5.696756, 1.155029], [-4.881966, 5.043694, -0.297237], [-5.347157, 3.340060, 3.348707], [-4.334365, 4.844201, 3.284361], [-3.529271, 3.383370, 3.168148], [2.275224, -2.438760, 8.958105], [1.520814, -1.213531, 9.393003], [1.439935, -0.969747, 10.940385], [0.879300, -0.511588, 8.582943], [3.327598, -2.341309, 9.224779], [2.093046, -2.766310, 7.934568], [1.724889, -3.163260, 9.558374], [2.054635, -1.667719, 11.508783], [0.403340, -1.132657, 11.235407], [1.589671, 0.072438, 11.222405]], "forces_ev_per_angstrom": [[0.79, 0.41, 0.57], [0.06, -0.24, -2.27], [0.17, -0.37, 0.39], [0.97, 1.35, 2.67], [0.91, -1.30, -1.83], [0.91, -0.73, 1.37], [-2.03, -0.31, -0.10], [0.42, 0.37, 0.05], [-0.97, 0.20, -0.03], [-0.07, 0.91, 0.21], [0.55, -0.73, -0.04], [-0.04, 0.75, -0.29], [-0.09, -0.23, 0.07], [-0.57, -0.34, -1.12], [-1.00, 0.25, 0.38], [1.01, 1.84, -1.83], [-0.39, -0.84, 2.31], [0.12, -0.64, 0.98], [1.76, -0.19, -2.80], [-1.01, -0.12, 0.82], [-1.29, -2.13, 0.75], [-0.50, 1.02, -1.38], [0.61, 0.03, 0.43], [-0.54, 0.29, 0.33], [-0.87, 0.61, -0.01], [0.58, 0.61, 0.15], [0.45, -0.94, -0.13], [-0.05, 0.58, -0.17], [0.01, -0.33, 0.73], [0.09, 0.20, -0.19], [-0.72, 1.02, 0.28], [1.10, -1.70, -0.24], [1.04, 1.08, 0.91], [-2.00, -0.62, -0.88], [-0.76, 0.77, -2.22], [-0.77, 0.63, 0.62], [-1.10, -0.10, -1.37], [0.11, 0.67, 0.74], [0.36, -0.67, 0.48], [0.75, -0.46, 1.26], [0.43, 0.02, 0.19], [0.48, -0.89, -0.12], [1.01, 0.05, 0.16], [0.10, 0.15, -0.26], [-0.02, 0.05, 0.44], [0.20, -0.70, -0.21], [-1.10, -0.52, -1.73], [1.49, -0.67, 1.79], [-0.85, -0.65, 0.72], [1.47, -0.05, -0.21], [-0.06, -0.27, -1.78], [-0.60, 1.12, 3.05], [-0.19, 0.17, -0.39], [0.37, 0.02, 0.08], [0.01, 0.51, -0.96], [-0.55, 0.44, 0.57], [-0.64, 0.09, 0.35], [0.35, -0.34, -0.31], [0.42, 0.68, 0.35], [-0.31, 0.18, -1.32], [-0.47, 1.09, 0.84], [1.90, 1.51, 0.80], [-0.25, 0.01, -0.57], [-2.56, -2.88, -0.34], [0.00, 0.56, -0.05], [1.17, 0.64, -0.32], [0.49, -0.49, -0.39], [0.37, -0.02, 0.44], [-0.51, 0.18, -0.16], [-0.14, -0.61, -0.27], [-0.88, 0.05, 0.37], [-1.74, 2.13, -1.42], [-0.37, -0.09, -1.06], [1.64, -1.54, 2.25], [-0.08, -0.41, 0.07], [0.26, 0.64, -0.10], [0.71, -0.68, 0.35], [0.15, 0.24, -0.07], [-0.15, -0.28, -0.15], [0.47, -0.06, -0.25]], "lowdin_charge": [-0.349, 0.685, -0.328, -0.245, -0.206, -0.205, -0.173, 0.116, 0.098, 0.111, 0.106, 0.106, 0.094, 0.099, 0.094, -0.368, 0.729, -0.345, -0.157, -0.204, -0.255, -0.237, 0.098, 0.081, 0.111, 0.106, 0.108, 0.123, 0.111, 0.099, -0.331, 0.692, -0.350, -0.244, -0.220, -0.212, -0.205, 0.105, 0.097, 0.118, 0.122, 0.115, 0.122, 0.103, 0.089, -0.335, 0.731, -0.360, -0.176, -0.243, -0.262, -0.237, 0.099, 0.097, 0.114, 0.114, 0.127, 0.122, 0.098, 0.111, -0.025, -0.545, -0.012, 0.092, 0.095, 0.076, 0.088, 0.081, 0.070, 0.080, -0.035, -0.448, -0.024, 0.023, 0.089, 0.083, 0.085, 0.069, 0.080, 0.078]}